(1)
This record from the Open Molecules 2025 dataset describes a molecular structure, C13H19GeN3NiS2Se. The level of theory is ωB97M-V/def2-TZVPD.

E_tot in eV: -202832.031
HOMO (spin up / spin down) in eV: -8.0939 / -8.0930
LUMO (spin up / spin down) in eV: -3.0 / -3.0
ΔE to the lowest compared entry with this formula, charge and spin in kJ/mol: 0.0
Maximum force in eV/A: 2.21

Geometry as ORCA input:
```
! wB97M-V def2-TZVPD RIJCOSX def2/J DEFGRID3
* xyz 0 1
Ni 1.162 0.579 -0.244
S 0.514 1.223 1.830
C 1.374 2.704 1.314
S 1.564 2.887 -0.366
C 1.906 3.501 2.293
C 2.797 4.549 1.999
N 3.568 5.370 1.780
C 1.660 3.243 3.655
N 1.463 3.015 4.763
Se 5.559 0.914 0.631
C 3.966 0.344 0.290
N 2.911 -0.115 0.033
C 0.518 -1.024 -3.414
C 0.198 -0.014 -2.315
C -1.252 0.474 -2.382
C -1.517 1.631 -1.426
Ge -1.424 1.201 0.573
C -2.098 -0.581 1.195
C -1.250 -1.752 0.711
C -1.637 -3.064 1.389
C -0.926 -4.260 0.768
H 1.582 -1.247 -3.434
H 0.229 -0.622 -4.384
H -0.021 -1.956 -3.255
H 0.875 0.860 -2.449
H 0.391 -0.534 -1.319
H -1.937 -0.355 -2.182
H -1.454 0.817 -3.403
H -2.535 1.999 -1.565
H -0.836 2.458 -1.643
H -2.183 2.337 1.265
H -3.131 -0.708 0.874
H -2.103 -0.542 2.286
H -0.186 -1.553 0.904
H -1.386 -1.871 -0.366
H -2.717 -3.207 1.304
H -1.396 -3.011 2.452
H -1.182 -4.364 -0.284
H -1.217 -5.174 1.276
H 0.153 -4.153 0.845
*
```


(2)
This record from the Open Molecules 2025 dataset describes a molecular structure, C13H19IN5ORuS. The level of theory is ωB97M-V/def2-TZVPD.

E_tot in eV: -44798.100
HOMO (spin up / spin down) in eV: 2.4859 / -1.5968
LUMO (spin up / spin down) in eV: 4.6 / 4.7
ΔE to the lowest compared entry with this formula, charge and spin in kJ/mol: 0.0
Maximum force in eV/A: 3.70

Geometry as ORCA input:
```
! wB97M-V def2-TZVPD RIJCOSX def2/J DEFGRID3
* xyz -2 6
C -0.802 3.039 1.235
I 0.603 2.303 -2.102
H -0.201 3.754 0.697
H -0.495 3.147 2.333
H -1.861 3.510 1.149
C -2.339 -1.868 -2.956
C -1.337 -1.468 -3.781
N -0.551 -0.618 -3.050
C -1.063 -0.378 -1.799
N -2.163 -1.205 -1.757
H -3.128 -2.570 -3.146
H -1.090 -1.740 -4.790
C 1.467 0.190 3.599
C 1.276 0.056 1.325
N 0.834 -0.445 2.538
H 3.054 1.794 3.572
N 2.241 0.994 1.696
H 1.246 -0.069 4.643
Ru 0.089 0.477 -0.440
C -1.044 1.623 0.845
O -2.044 1.183 1.412
C 2.345 1.094 3.080
C 3.096 1.775 0.811
H 4.159 1.607 1.075
H 2.876 2.853 0.938
H 2.909 1.489 -0.235
C -0.064 -1.566 2.690
H -0.139 -1.768 3.757
H 0.343 -2.439 2.182
H -1.050 -1.324 2.294
C -2.993 -1.513 -0.613
H -3.953 -1.865 -0.997
H -3.122 -0.633 0.010
H -2.554 -2.321 -0.019
C 0.693 -0.134 -3.608
H 1.505 -0.242 -2.875
H 0.513 0.954 -3.866
H 0.895 -0.651 -4.545
S 1.719 -1.308 -0.374
C 0.469 -2.417 -0.422
N -0.338 -3.301 -0.509
*
```


(3)
This record from the Open Molecules 2025 dataset describes a single C13H19N3O2 molecule. The level of theory is ωB97M-V/def2-TZVPD.

E_tot in eV: -22353.709
SMILES: COCC(=O)Nc1ccc(/N=C(\C)N(C)C)cc1
HOMO in eV: -7.4935
LUMO in eV: 0.8
ΔE to the lowest compared entry with this formula, charge and spin in kJ/mol: 191.1
Maximum force in eV/A: 3.24

Geometry as ORCA input:
```
! wB97M-V def2-TZVPD RIJCOSX def2/J DEFGRID3
* xyz 0 1
C 6.023 -2.603 1.205
O 4.794 -3.321 1.347
C 4.105 -3.666 0.119
C 2.777 -2.913 0.030
O 2.143 -3.069 -1.001
N 2.421 -2.046 1.010
C 1.420 -1.085 1.058
C 1.609 0.122 1.772
C 0.659 1.102 1.796
C -0.513 0.994 1.070
N -1.483 1.967 1.199
C -1.753 2.875 0.279
C -1.031 2.965 -1.031
N -2.812 3.774 0.504
C -3.406 3.867 1.846
C -3.398 4.585 -0.610
C -0.744 -0.167 0.312
C 0.204 -1.202 0.324
H 6.616 -2.999 0.361
H 5.825 -1.567 0.958
H 6.603 -2.701 2.132
H 3.916 -4.729 0.113
H 4.638 -3.425 -0.795
H 3.106 -2.026 1.774
H 2.492 0.224 2.382
H 0.810 2.014 2.336
H -0.737 3.987 -1.241
H -0.075 2.381 -1.042
H -1.621 2.552 -1.859
H -2.650 4.070 2.596
H -3.909 2.962 2.044
H -4.129 4.677 1.902
H -4.365 5.081 -0.356
H -3.565 3.935 -1.454
H -2.685 5.335 -0.965
H -1.667 -0.266 -0.252
H -0.040 -2.105 -0.281
*
```


(4)
This record from the Open Molecules 2025 dataset describes a molecular structure, C13H19N4O5RuS2. The level of theory is ωB97M-V/def2-TZVPD.

E_tot in eV: -54242.231
HOMO (spin up / spin down) in eV: -8.0252 / -7.9847
LUMO (spin up / spin down) in eV: 0.1 / -0.4
ΔE to the lowest compared entry with this formula, charge and spin in kJ/mol: 0.7
Maximum force in eV/A: 0.45

Geometry as ORCA input:
```
! wB97M-V def2-TZVPD RIJCOSX def2/J DEFGRID3
* xyz 0 2
Ru 0.124 -0.036 0.083
N -1.974 0.337 0.256
C -2.328 0.457 1.678
C -1.579 -0.627 2.438
N -0.127 -0.580 2.145
C 0.688 0.265 3.047
C 0.747 1.672 2.486
N 1.213 1.545 1.103
H -2.268 1.138 -0.295
H -2.362 -0.519 -0.135
H -3.403 0.354 1.848
H -2.032 1.449 2.012
H -1.940 -1.604 2.114
H -1.761 -0.535 3.512
H 0.238 -1.528 2.168
H 1.697 -0.150 3.050
H 0.294 0.241 4.066
H 1.415 2.294 3.088
H -0.236 2.145 2.486
H 2.210 1.317 1.118
H 1.055 2.390 0.558
O -0.336 -3.409 -2.064
C -0.236 -2.277 -1.658
O -0.561 -1.866 -0.449
C 0.160 -1.141 -2.572
C 0.337 -1.290 -3.932
C 0.522 -0.147 -4.699
C 0.445 1.097 -4.093
C 0.251 1.170 -2.723
N 0.182 0.061 -1.989
C -0.035 2.487 -2.001
O 0.031 3.516 -2.657
O -0.346 2.336 -0.773
H 0.309 -2.285 -4.352
H 0.680 -0.227 -5.766
H 0.504 2.026 -4.643
C 5.546 0.250 -1.468
O 4.278 -0.392 -1.291
C 3.664 -0.292 -0.123
S 4.297 0.559 1.152
S 2.214 -1.266 -0.101
H 5.846 0.008 -2.483
H 6.268 -0.131 -0.747
H 5.446 1.326 -1.337
*
```


(5)
This record from the Open Molecules 2025 dataset describes a single C13H19N5S molecule. The level of theory is ωB97M-V/def2-TZVPD.

E_tot in eV: -32074.904
SMILES: CCc1nc2cc(N3CCSCC3)nc(CC)n2n1
HOMO in eV: -8.0529
LUMO in eV: 0.5
ΔE to the lowest compared entry with this formula, charge and spin in kJ/mol: 9.2
Maximum force in eV/A: 3.67

Geometry as ORCA input:
```
! wB97M-V def2-TZVPD RIJCOSX def2/J DEFGRID3
* xyz 0 1
C -2.840 -4.310 2.100
C -3.509 -2.973 1.713
C -2.521 -2.058 1.048
N -2.348 -0.779 1.495
C -1.479 -0.308 0.682
C -0.878 1.022 0.581
C 0.184 1.182 -0.295
N 0.901 2.397 -0.514
C 2.317 2.361 -0.931
C 3.188 3.267 -0.088
S 2.537 4.991 -0.141
C 0.873 4.685 0.454
C 0.202 3.721 -0.473
N 0.620 0.135 -1.072
C 0.061 -1.074 -1.042
C 0.593 -2.158 -1.966
C 1.914 -2.806 -1.500
N -1.044 -1.306 -0.165
N -1.796 -2.417 0.029
H -2.513 -4.846 1.172
H -3.540 -4.992 2.612
H -1.983 -4.113 2.745
H -3.867 -2.466 2.641
H -4.362 -3.188 1.074
H -1.260 1.828 1.193
H 2.782 1.380 -0.864
H 2.450 2.623 -1.968
H 3.209 2.902 0.941
H 4.198 3.263 -0.410
H 0.342 5.688 0.455
H 0.911 4.300 1.438
H -0.839 3.587 -0.162
H 0.196 4.140 -1.501
H -0.204 -2.956 -2.090
H 0.777 -1.721 -2.965
H 1.760 -3.283 -0.523
H 2.227 -3.614 -2.194
H 2.741 -2.104 -1.511
*
```


(6)
This record from the Open Molecules 2025 dataset describes a single C13H19NO3S molecule. The level of theory is ωB97M-V/def2-TZVPD.

E_tot in eV: -32258.266
SMILES: NC(=O)CCCCC(=O)OCCCc1cccs1
HOMO in eV: -8.6575
LUMO in eV: 0.7
ΔE to the lowest compared entry with this formula, charge and spin in kJ/mol: 6.8
Maximum force in eV/A: 0.63

Geometry as ORCA input:
```
! wB97M-V def2-TZVPD RIJCOSX def2/J DEFGRID3
* xyz 0 1
N -1.491 -0.937 -1.365
C -2.439 -1.213 -0.435
O -2.418 -2.230 0.224
C -3.539 -0.173 -0.321
C -3.322 0.767 0.872
C -2.071 1.639 0.740
C -0.809 0.948 1.282
C 0.416 1.628 0.722
O 1.014 2.531 1.240
O 0.728 1.121 -0.482
C 1.864 1.678 -1.143
C 3.188 1.173 -0.575
C 3.418 -0.323 -0.818
C 2.428 -1.185 -0.110
C 1.591 -2.117 -0.640
C 0.782 -2.761 0.329
C 1.019 -2.304 1.582
S 2.239 -1.090 1.612
H -0.667 -1.519 -1.379
H -1.399 -0.014 -1.752
H -4.479 -0.707 -0.173
H -3.606 0.406 -1.243
H -4.199 1.414 0.950
H -3.262 0.175 1.787
H -1.924 1.902 -0.311
H -2.212 2.572 1.288
H -0.796 -0.101 0.992
H -0.785 1.021 2.369
H 1.823 2.768 -1.051
H 1.753 1.388 -2.191
H 3.210 1.378 0.497
H 3.991 1.741 -1.047
H 4.426 -0.572 -0.473
H 3.366 -0.536 -1.888
H 1.565 -2.351 -1.691
H 0.048 -3.513 0.104
H 0.552 -2.602 2.499
*
```


Which formula does entry 1 have? C13H19GeN3NiS2Se


Which of these has the lowest E_tot? C13H19GeN3NiS2Se